1.
{
  "formula": "C24H28N4O4S",
  "method": "wB97M-V/def2-TZVPD",
  "lumo_energy_ev": -0.416,
  "fmax_ev_per_a": 19.57,
  "smiles": "Cc1ccc(-c2nnc(N3CCOCC3)c3ccccc23)cc1S(=O)(=O)NC[C@H]1CCCO1",
  "species": ["C", "C", "C", "C", "C", "C", "N", "N", "C", "N", "C", "C", "O", "C", "C", "C", "C", "C", "C", "C", "C", "C", "C", "S", "O", "O", "N", "C", "C", "C", "C", "C", "O", "H", "H", "H", "H", "H", "H", "H", "H", "H", "H", "H", "H", "H", "H", "H", "H", "H", "H", "H", "H", "H", "H", "H", "H", "H", "H", "H", "H"],
  "xyz": [[-2.12274, -3.82807, -1.95378], [-1.15613, -3.00536, -1.34679], [0.13345, -3.55715, -0.55672], [1.09359, -2.82264, 0.00807], [0.87775, -1.28930, 0.05007], [1.91152, -0.72152, 0.83435], [3.32091, -1.29766, 0.59079], [4.36602, -0.44852, 0.99368], [3.97617, 0.89530, 1.71900], [5.15673, 1.33293, 2.02916], [6.47931, 0.91770, 1.67569], [6.82707, 1.27350, 0.45855], [6.90918, 2.49216, 0.02428], [5.70757, 3.04080, 0.45842], [5.28310, 2.72680, 1.92227], [2.76886, 0.92687, 2.13670], [2.56432, 1.97097, 3.41451], [1.19926, 2.19186, 3.81866], [0.20915, 1.41669, 3.14732], [0.40658, 0.62128, 2.19319], [1.62866, 0.24952, 1.74309], [-0.23762, -0.84999, -0.46144], [-1.24023, -1.70622, -1.22976], [-2.51224, -0.73224, -1.71913], [-2.22551, 0.56251, -1.31635], [-2.93038, -1.04745, -2.95872], [-3.65091, -1.47565, -0.53893], [-4.67575, -0.29836, 0.00483], [-5.99243, 0.00964, -0.93346], [-5.52924, 1.02337, -2.15323], [-6.32209, 0.57572, -3.32262], [-6.30221, -0.91691, -3.02050], [-6.33576, -1.38451, -1.60191], [-1.63783, -4.79606, -2.43170], [-2.67312, -3.36217, -2.62205], [-2.93154, -3.93896, -1.38089], [0.30566, -4.61140, -1.02788], [2.03644, -3.32918, 0.23011], [6.40549, -0.26332, 2.03921], [7.08112, 1.40714, 2.57514], [7.94518, 0.83105, 0.29660], [6.18338, 0.66674, -0.41448], [5.84896, 4.26682, 0.14398], [5.07139, 2.70184, -0.63087], [4.20627, 3.15990, 1.89042], [5.88498, 3.21117, 2.66585], [3.37582, 2.55546, 3.57567], [1.12236, 2.72029, 4.47833], [-0.81159, 1.72694, 3.67599], [-0.48326, 0.04831, 1.97964], [-0.35912, 0.03749, -0.15133], [-4.22310, -1.97732, -1.18741], [-3.97226, 0.49095, 0.11467], [-5.18457, -0.87635, 0.78384], [-6.88610, 0.33210, -0.28879], [-5.72549, 1.98403, -1.60808], [-4.48397, 1.04567, -2.29490], [-6.03093, 0.91901, -4.35327], [-7.30608, 0.87356, -3.11902], [-7.13981, -1.51172, -3.52462], [-5.20425, -1.15808, -3.52343]],
  "lowdin_charge": [-0.050, -0.225, 0.009, -0.014, -0.168, -0.126, 0.115, 0.108, -0.238, -0.121, -0.247, -0.424, -0.124, -0.184, -0.160, -0.061, 0.145, 0.001, -0.089, -0.082, -0.157, 0.011, -0.244, 0.562, -0.254, -0.226, -0.050, -0.075, -0.153, -0.158, -0.198, -0.212, -0.162, 0.156, 0.023, 0.056, 0.128, 0.101, 0.200, 0.180, 0.188, 0.186, 0.178, 0.201, 0.148, 0.128, 0.036, -0.046, 0.165, 0.142, 0.034, 0.033, 0.071, 0.098, 0.152, 0.129, 0.060, 0.144, 0.087, 0.131, 0.143]
}

=====

2.
{
  "formula": "C24H28N4O5S",
  "method": "wB97M-V/def2-TZVPD",
  "lumo_energy_ev": 0.407,
  "fmax_ev_per_a": 1.07,
  "smiles": "Cn1c(=O)oc2cc(S(=O)(=O)N3CCC(C(=O)N4CCN(c5ccccc5)CC4)CC3)ccc21",
  "species": ["C", "N", "C", "O", "O", "C", "C", "C", "S", "O", "O", "N", "C", "C", "C", "C", "O", "N", "C", "C", "N", "C", "C", "C", "C", "C", "C", "C", "C", "C", "C", "C", "C", "C", "H", "H", "H", "H", "H", "H", "H", "H", "H", "H", "H", "H", "H", "H", "H", "H", "H", "H", "H", "H", "H", "H", "H", "H", "H", "H", "H", "H"],
  "xyz": [[-8.20033, -1.18544, 0.84030], [-6.98446, -1.22918, 0.07604], [-6.90608, -1.74053, -1.20550], [-7.80536, -2.19716, -1.84728], [-5.61356, -1.63507, -1.62855], [-4.88791, -1.06627, -0.62556], [-3.54536, -0.76317, -0.58627], [-3.08459, -0.18058, 0.58452], [-1.36433, 0.30135, 0.70460], [-0.64759, -0.33018, -0.37138], [-0.91073, 0.06423, 2.04380], [-1.53300, 1.95281, 0.46894], [-0.89224, 2.83690, 1.42702], [0.47291, 3.33423, 0.92736], [1.01693, 2.29740, -0.05496], [2.46530, 2.58029, -0.42740], [2.95255, 3.68956, -0.29763], [3.16866, 1.55118, -0.95164], [2.78081, 0.16313, -1.06077], [3.59169, -0.68999, -0.07484], [5.00035, -0.50949, -0.34558], [5.91190, -1.50336, 0.00020], [5.57006, -2.58650, 0.81282], [6.48646, -3.58679, 1.08047], [7.76531, -3.53351, 0.55678], [8.11685, -2.46375, -0.25023], [7.20580, -1.46641, -0.53021], [5.38796, 0.88182, -0.22813], [4.58306, 1.72556, -1.21686], [0.14039, 2.32617, -1.31594], [-1.34571, 2.35954, -0.90613], [-3.90966, 0.08918, 1.66320], [-5.26038, -0.22063, 1.62438], [-5.73785, -0.80048, 0.46138], [-8.09570, -1.77035, 1.75540], [-8.45276, -0.15504, 1.09537], [-8.98859, -1.61248, 0.22189], [-2.87078, -0.97534, -1.39789], [-0.77952, 2.25583, 2.34247], [-1.57055, 3.67412, 1.62168], [0.38334, 4.29554, 0.42047], [1.15938, 3.46344, 1.76327], [0.94680, 1.31951, 0.42758], [3.01314, -0.16807, -2.07984], [1.71870, 0.01035, -0.88346], [3.32726, -0.39801, 0.95501], [3.32386, -1.73554, -0.22786], [4.58892, -2.64793, 1.25719], [6.19673, -4.41150, 1.71581], [8.47882, -4.31418, 0.77221], [9.10914, -2.41058, -0.67462], [7.49457, -0.65752, -1.18450], [5.18454, 1.25142, 0.79129], [6.45264, 0.99348, -0.42430], [4.79636, 1.40474, -2.24134], [4.82054, 2.78400, -1.10318], [0.38511, 3.21564, -1.89917], [0.33796, 1.44686, -1.92718], [-1.93540, 1.68350, -1.52600], [-1.75739, 3.36739, -1.00208], [-3.46816, 0.53316, 2.54015], [-5.90893, -0.02131, 2.46143]],
  "lowdin_charge": [0.004, -0.003, -0.475, 0.138, 0.172, -0.162, 0.040, -0.262, 0.687, -0.280, -0.274, -0.240, -0.178, -0.111, -0.238, -0.422, 0.064, -0.044, -0.115, -0.142, -0.108, -0.230, -0.032, -0.093, -0.109, -0.094, -0.032, -0.130, -0.112, -0.111, -0.173, -0.053, 0.020, -0.140, 0.100, 0.100, 0.098, 0.127, 0.109, 0.125, 0.123, 0.126, 0.114, 0.136, 0.094, 0.137, 0.125, 0.099, 0.102, 0.096, 0.101, 0.104, 0.138, 0.113, 0.132, 0.122, 0.130, 0.106, 0.116, 0.132, 0.117, 0.115]
}

=====

3.
{
  "formula": "C24H28N6O4S3",
  "method": "wB97M-V/def2-TZVPD",
  "lumo_energy_ev": 0.301,
  "fmax_ev_per_a": 1.44,
  "smiles": "CCOc1ccccc1Nc1nnc(SCC(=O)Nc2cccc(S(=O)(=O)NC3=NCCCCC3)c2)s1",
  "species": ["C", "C", "O", "C", "C", "C", "C", "C", "C", "N", "C", "N", "N", "C", "S", "C", "C", "O", "N", "C", "C", "C", "C", "C", "S", "O", "O", "N", "C", "N", "C", "C", "C", "C", "C", "C", "S", "H", "H", "H", "H", "H", "H", "H", "H", "H", "H", "H", "H", "H", "H", "H", "H", "H", "H", "H", "H", "H", "H", "H", "H", "H", "H", "H", "H"],
  "xyz": [[1.01936, 1.86170, -3.97423], [2.23666, 1.38683, -3.19625], [2.22869, 2.06430, -1.94716], [3.02439, 1.60744, -0.95565], [4.12270, 0.77269, -1.15834], [4.94078, 0.40350, -0.10715], [4.69106, 0.87062, 1.17058], [3.59356, 1.67928, 1.39475], [2.73989, 2.03157, 0.35702], [1.62101, 2.82628, 0.67201], [0.36179, 2.62125, 0.25242], [-0.04193, 1.91700, -0.74669], [-1.36013, 1.93868, -0.92785], [-2.01551, 2.62921, -0.05871], [-3.74422, 2.74957, 0.05020], [-4.33576, 1.84569, -1.43206], [-4.19339, 0.32820, -1.30973], [-5.09830, -0.38635, -0.95067], [-2.94853, -0.07824, -1.67133], [-2.34028, -1.30520, -1.43004], [-3.02659, -2.50625, -1.25889], [-2.32465, -3.66768, -0.97935], [-0.94452, -3.65012, -0.83217], [-0.28169, -2.45039, -1.00222], [1.46337, -2.25559, -0.67586], [1.98549, -3.44331, -0.07141], [2.13206, -1.72568, -1.82690], [1.48402, -0.98342, 0.42190], [0.73868, -0.83751, 1.56944], [0.52839, 0.34826, 1.97136], [-0.20597, 0.59498, 3.18626], [-1.66963, 0.14463, 3.12767], [-1.85344, -1.34593, 3.39758], [-1.23029, -2.23637, 2.32451], [0.29583, -2.11081, 2.23837], [-0.94902, -1.29232, -1.32381], [-0.98316, 3.42593, 1.11456], [0.95430, 1.33011, -4.91905], [0.12286, 1.67566, -3.39096], [1.09100, 2.92903, -4.16696], [2.19183, 0.30307, -3.03179], [3.15589, 1.62946, -3.74738], [4.34217, 0.41082, -2.14846], [5.78377, -0.24266, -0.29491], [5.33791, 0.60036, 1.99020], [3.37245, 2.02890, 2.39275], [1.68724, 3.26313, 1.58139], [-5.39282, 2.10544, -1.48167], [-3.80245, 2.23658, -2.29695], [-2.26059, 0.68086, -1.76937], [-4.10241, -2.51408, -1.32658], [-2.86392, -4.59376, -0.85326], [-0.38366, -4.53405, -0.57638], [1.75997, -0.10572, -0.00100], [-0.17186, 1.67900, 3.34076], [0.28553, 0.11807, 4.04455], [-2.07497, 0.39169, 2.14330], [-2.23435, 0.71008, 3.87209], [-2.92309, -1.56252, 3.45015], [-1.41849, -1.59004, 4.37038], [-1.67573, -1.99466, 1.35752], [-1.47654, -3.27636, 2.54972], [0.71845, -2.95555, 1.69766], [0.70805, -2.11748, 3.25274], [-0.39124, -0.37781, -1.45068]],
  "lowdin_charge": [-0.056, -0.237, -0.064, -0.239, -0.017, -0.075, -0.086, -0.033, -0.194, 0.080, -0.601, 0.027, -0.077, -0.943, 0.931, -0.341, -0.530, 0.076, 0.118, -0.198, 0.008, -0.055, -0.063, -0.278, 0.680, -0.279, -0.277, -0.004, -0.366, 0.099, -0.229, -0.183, -0.202, -0.175, -0.093, 0.000, 1.042, 0.077, 0.051, 0.078, 0.101, 0.125, 0.113, 0.107, 0.102, 0.114, 0.131, 0.084, 0.087, 0.083, 0.109, 0.110, 0.116, 0.081, 0.077, 0.119, 0.103, 0.111, 0.111, 0.112, 0.097, 0.117, 0.087, 0.131, 0.099]
}

=====

Which Kohn-Sham gap belongs to each record? In order, 7.1, 8.2, 8.4 eV.
Which molecular weight belongs to each record? In order, 468.58, 484.58, 560.73 g mol⁻¹.
Which electronic energy belongs to each record? In order, -50307.99307, -52376.45980, -74978.71727 eV.